1.
Computed, not measured: a molecular structure, C15H34GaO3, with ωB97M-V/def2-TZVPD.

The geometry in XYZ format:
```
53
Properties=species:S:1:pos:R:3:forces:R:3
C -3.127293 0.469567 -0.513135 -0.1601 0.0713 -0.0080
C -2.549391 1.865743 -0.220771 0.1454 0.0445 -0.1726
O -2.336587 2.644588 -1.381572 0.0676 -0.0826 0.1077
C -1.203908 2.200039 -2.182040 -0.1420 0.0104 0.0260
C 0.165079 2.473823 -1.608451 -0.1135 0.1126 -0.0131
Ga 1.663981 1.575665 -2.686134 -0.0202 -0.0346 -0.0506
C 1.170114 -0.365995 -3.072526 0.0820 -0.0247 -0.0556
C 0.250327 -1.038609 -2.039823 -0.1682 -0.1306 0.1392
C 0.782905 -2.359457 -1.464722 -0.0050 0.1171 0.0048
C -0.281338 -3.288924 -0.867626 0.0497 -0.0927 0.0178
C -0.977769 -2.857940 0.444621 -0.1114 0.1738 0.0218
C -0.240152 -1.827193 1.299381 0.2590 -0.1966 -0.1970
C -1.111070 -1.216295 2.382940 -0.1381 0.0360 0.1954
C -0.406152 -0.075657 3.103096 -0.0230 0.1044 -0.1086
O -0.859092 -0.009255 4.445874 0.0453 0.0154 0.0231
C -0.105321 0.897232 5.208452 0.0335 0.0913 0.1306
C 3.396536 1.544463 -1.583562 0.0871 0.0793 0.1530
O 3.550971 0.407701 -0.687014 0.0722 0.0736 0.0131
C 2.806349 0.568302 0.476811 -0.0896 -0.0242 0.1379
H -3.493715 0.435932 -1.541056 -0.0008 0.0343 0.0179
H -3.979407 0.255463 0.140625 0.1253 -0.0277 0.0034
H -2.396203 -0.330947 -0.394524 0.0321 0.0625 -0.0488
H -1.612567 1.769229 0.344688 -0.0759 0.0127 0.0228
H -3.241271 2.442169 0.398927 0.0067 -0.0330 -0.0669
H -1.328941 2.734635 -3.127338 0.0228 -0.0472 0.0381
H -1.353123 1.133510 -2.398566 0.0647 0.0384 0.0511
H 0.216656 2.159920 -0.559285 0.0450 -0.0897 -0.0516
H 0.351663 3.554839 -1.617766 -0.0540 -0.0397 0.0707
H 1.934326 2.424671 -4.046438 0.0025 -0.0100 0.0432
H 0.729986 -0.476453 -4.070295 0.0642 0.0463 0.0354
H 2.131189 -0.897947 -3.111524 -0.0872 -0.0042 0.0397
H -0.735708 -1.238712 -2.485159 0.0624 0.0077 -0.0170
H 0.036004 -0.358740 -1.202726 0.0065 0.0016 -0.0664
H 1.288649 -2.901715 -2.271409 -0.0727 0.0023 0.0225
H 1.562589 -2.135620 -0.726745 0.0088 -0.0530 -0.0489
H -1.054757 -3.423256 -1.632734 0.0293 -0.0907 0.0465
H 0.163947 -4.279239 -0.716405 0.0485 0.0821 0.0036
H -1.972927 -2.456688 0.218300 0.1012 0.0223 -0.0341
H -1.157255 -3.745978 1.061878 -0.0702 0.0310 -0.0548
H 0.146026 -1.033637 0.656737 -0.0558 0.0464 0.0452
H 0.645937 -2.290951 1.754673 -0.0680 0.0728 -0.0064
H -1.392247 -1.962783 3.135222 0.0839 0.0035 -0.0819
H -2.046089 -0.855141 1.939716 0.0681 -0.0189 0.0668
H 0.685386 -0.218915 3.083607 -0.0600 -0.0918 0.0552
H -0.607404 0.885841 2.604574 0.0720 -0.0887 0.0056
H 0.942652 0.574197 5.301156 -0.0910 0.0114 -0.0525
H -0.548163 0.937511 6.205696 0.0342 0.0026 -0.0816
H -0.111233 1.908802 4.777263 -0.0420 -0.0931 -0.0066
H 4.275600 1.497758 -2.236918 -0.0959 -0.0272 -0.0091
H 3.524707 2.458096 -0.972006 0.0185 -0.0402 -0.0999
H 2.946410 -0.322141 1.100082 -0.0470 0.0469 -0.0723
H 3.128588 1.450059 1.063045 0.0057 -0.0658 -0.1182
H 1.732503 0.698431 0.270910 0.0472 -0.0478 -0.0155
```
Positions in Å, forces in eV/Å.

Values from the calculation:
HOMO-LUMO gap, eV: 7.19
E_LUMO, eV: 2.86
Net charge: -1

***

2.
Computed, not measured: a molecular structure, C15H34InO, with ωB97M-V/def2-TZVPD.

The geometry in XYZ format:
```
51
Properties=species:S:1:pos:R:3:forces:R:3
C 6.532952 -2.344765 0.783161 -0.1592 1.2700 0.2595
C 6.898194 -0.897598 0.282484 0.9461 -1.1304 -0.5434
C 6.380630 -0.622044 -1.159824 -0.3793 0.4085 0.2552
C 4.974598 0.072758 -1.253322 -0.2608 -0.5269 0.1628
C 4.173978 0.158629 0.079646 -0.5809 0.7998 -0.4940
C 2.633037 0.420594 -0.156915 0.5324 0.6336 1.1210
C 2.240895 1.859879 0.357424 -0.0017 -0.3165 -0.9281
C 1.016545 2.443666 -0.404363 0.0701 -0.9076 -0.1691
C -0.279916 1.592481 -0.278409 -0.6565 0.4159 0.1101
C -1.167411 1.948347 0.955316 -0.0517 0.3614 -0.4290
C -2.700284 1.764837 0.716889 0.5378 -0.4311 -0.1710
C -3.102947 0.407025 0.047336 -0.5291 0.3416 0.1436
In -3.867273 -1.158657 1.493890 0.0185 -0.4375 -0.3836
C -6.145014 -1.376508 1.368619 1.1108 0.3448 0.6337
O -6.588165 -0.740242 0.141421 -0.6570 -0.8865 0.3489
C -7.198593 -1.656848 -0.726325 -0.4431 0.8710 -1.3426
C -7.880779 -0.813005 -1.857730 0.4395 -0.6324 0.3345
H 7.151747 -3.101948 0.271381 -0.3571 0.3006 0.2476
H 5.461417 -2.532532 0.603006 0.4499 -0.1720 0.0833
H 6.711022 -2.362884 1.876735 -0.0616 -0.3697 -0.5548
H 8.009764 -0.898168 0.221262 -0.5450 0.2018 0.1438
H 6.638127 -0.128651 1.025725 -0.1761 -0.2611 -0.4193
H 6.313147 -1.587513 -1.700754 0.2377 0.4473 0.2929
H 7.115541 0.009209 -1.692104 -0.2744 -0.3460 0.1609
H 4.356830 -0.482210 -1.989696 0.3175 0.2698 0.3541
H 5.069221 1.097438 -1.660875 -0.0010 -0.4269 0.2115
H 4.549589 1.051321 0.623434 -0.0302 -0.6762 0.0037
H 4.282099 -0.714461 0.741802 0.1895 0.2496 -0.4562
H 2.109163 -0.308822 0.486287 -0.1371 0.1801 -0.7635
H 2.343348 0.326101 -1.217318 0.1274 -0.2048 0.4359
H 2.072829 1.787017 1.445530 0.1154 0.3341 -0.3652
H 3.117644 2.505581 0.132833 -0.4734 -0.1341 0.4342
H 1.295676 2.438243 -1.482382 -0.0398 0.1428 0.5384
H 0.806343 3.497308 -0.132631 0.1380 -0.5140 0.0057
H -0.888689 1.782266 -1.187534 0.2406 -0.1171 0.4308
H -0.096045 0.501818 -0.263471 0.2085 0.5480 -0.1575
H -1.010322 3.034373 1.153072 0.0284 -0.6289 0.2310
H -0.843451 1.362856 1.834595 -0.1254 0.2850 -0.2612
H -3.187399 1.871457 1.707410 0.1156 0.0435 -0.4980
H -3.043962 2.616968 0.090486 0.1870 -0.3136 0.2665
H -3.920294 0.638796 -0.673190 0.3655 -0.3681 0.4061
H -2.297241 -0.059844 -0.551062 -0.2396 0.4074 0.3183
H -3.346688 -0.881277 3.185524 -0.0567 0.1346 -0.1084
H -3.217660 -2.769002 0.946178 -0.0233 0.1776 0.0614
H -6.555909 -0.835301 2.251012 -0.2077 -0.3605 -0.6572
H -6.425613 -2.449572 1.411828 -0.0534 0.6060 -0.0748
H -6.461212 -2.326137 -1.226688 -0.1496 0.1890 0.5126
H -7.967121 -2.287845 -0.235164 0.3678 0.2028 0.0579
H -7.222619 0.047445 -2.074197 -0.3527 -0.3692 0.0302
H -7.962644 -1.445669 -2.765236 -0.1610 0.4494 0.3671
H -8.877084 -0.454908 -1.545094 0.4403 -0.0850 -0.1864
```
Positions in Å, forces in eV/Å.

Values from the calculation:
HOMO-LUMO gap, eV: 6.39
E_LUMO, eV: 2.61
Net charge: -1

***

3.
Computed, not measured: a molecular structure, C15H35As3F18N5O5Tl, with ωB97M-V/def2-TZVPD.

The geometry in XYZ format:
```
82
Properties=species:S:1:pos:R:3:forces:R:3
Tl -1.484758 -0.127964 1.088587 1.2418 0.0581 -0.7730
As -0.027904 -3.352667 4.161476 -0.4461 -0.2010 1.0305
F 0.812149 -4.192255 2.831021 -0.6102 0.7323 0.4988
F -1.575526 -4.216158 3.775151 1.8044 0.9171 0.2479
F -0.871323 -2.549753 5.539130 0.9245 -0.5760 -1.8247
F 1.488879 -2.464908 4.581210 -1.5029 -0.4353 -0.8101
F -0.509316 -2.053804 2.962078 0.3867 -0.6666 1.0586
F 0.523541 -4.634359 5.226899 -0.6175 0.6271 -0.6153
As -1.040426 4.193553 2.195946 -1.7344 0.7062 2.1611
F -0.636392 5.933147 2.119393 -0.2401 -2.0654 -0.0387
F 0.554434 3.780202 1.465470 -1.5012 0.7199 -0.0027
F -1.424936 2.423368 2.257922 0.3398 1.2437 -0.3980
F -2.609037 4.557860 3.010397 1.5736 -0.3992 -1.4752
F -1.824740 4.291561 0.578281 1.3877 0.0908 1.6381
F -0.417317 4.024277 3.885944 0.2008 0.1900 -2.1113
As -1.578441 -0.646918 -3.491155 -1.4037 0.5087 0.9829
F -2.011102 1.104744 -3.356733 0.7759 -1.7732 -0.5494
F 0.171088 -0.306260 -3.081991 -1.4635 0.1300 -0.9426
F -1.184316 -2.379587 -3.476942 0.0028 1.1916 -0.0211
F -3.298256 -1.058386 -3.716123 1.7117 0.4768 0.0670
F -1.278096 -0.533453 -5.230678 -0.0895 0.0112 1.8036
F -1.839825 -0.700471 -1.682189 0.3341 -0.2771 -1.3400
C -1.581213 -5.393805 0.743482 -0.9396 1.2076 0.4335
C -1.339801 -4.085360 -0.049369 -0.1989 -0.1155 0.4225
O -1.687406 -2.940804 0.334756 -0.1004 -1.2512 0.5591
N -0.765960 -4.237112 -1.228671 0.3737 0.9819 -1.5289
C -0.214173 -5.392487 -1.867390 0.9266 -1.3945 0.9214
H -2.387770 -5.153020 1.435999 0.1623 -0.0757 0.1838
H -0.723005 -5.694909 1.344253 0.1189 0.2040 -0.1664
H -1.943721 -6.212841 0.122294 0.2519 0.1799 -0.2354
H -0.604105 -3.373699 -1.727074 -0.3130 0.2525 -0.0866
H -0.719083 -5.889123 -2.695960 -0.7180 0.6890 -0.0455
H -0.120445 -6.160691 -1.099820 0.2027 -0.1127 -0.1151
H 0.796577 -5.186988 -2.219886 0.0271 0.1836 0.0492
C -5.306979 1.931995 -1.878301 0.3890 -1.1538 -0.2049
C -4.011472 2.369205 -1.182125 -0.2588 0.5284 0.1685
O -3.246301 1.573294 -0.608407 -0.7475 -1.1146 -0.2678
N -3.651546 3.649588 -1.149358 -1.6462 0.8179 -0.8640
C -4.293338 4.849918 -1.756604 1.5809 -0.4035 -0.1872
H -5.066697 0.979423 -2.350499 0.0920 -0.1505 0.0676
H -5.758259 2.511214 -2.683871 0.5448 0.6624 0.2933
H -6.108332 1.698982 -1.177129 0.2510 0.1973 0.3608
H -2.838681 3.785341 -0.565485 0.0279 0.3082 -0.0499
H -3.395994 5.429392 -1.973611 -0.2598 0.5427 -0.0986
H -4.945468 5.471916 -1.143458 -0.0068 -0.5180 0.4228
H -4.761314 4.682360 -2.726655 -0.0655 -0.5082 0.2466
C 2.946623 0.183890 3.458853 -0.4504 -0.1039 -0.4068
C 1.970399 1.170084 2.830697 1.6954 -1.3307 0.8157
O 1.173312 0.780191 1.995294 -1.8851 -0.9208 -2.1169
N 2.066277 2.453906 3.076016 -0.0030 0.9777 0.4544
C 2.843066 3.032414 4.136508 0.4374 -0.7904 0.0030
H 2.732793 0.083344 4.522931 0.6265 0.1938 0.1167
H 3.953858 0.459495 3.146398 0.2241 0.4017 0.7955
H 2.843435 -0.819614 3.046019 -0.6708 0.1717 -0.0804
H 1.499784 3.036274 2.475999 -0.3208 0.1735 0.1241
H 3.865056 2.745022 3.889481 0.4042 0.4500 0.5117
H 2.563054 2.519377 5.056555 0.1316 0.3027 0.2590
H 2.726221 4.111463 4.237005 -0.1482 -0.2715 -0.2446
C 0.696652 2.671295 -2.797496 0.0511 -0.1070 0.4356
C 0.919646 1.883534 -1.476166 -2.5102 -0.1951 0.4901
O -0.079624 1.475225 -0.799795 0.5119 0.6570 -1.2882
N 2.128207 1.659469 -1.012560 0.7351 0.5473 -0.7307
C 3.286347 2.204514 -1.718481 0.5309 0.2372 -0.2304
H 1.164934 3.654593 -2.753373 0.0568 0.0309 0.4000
H -0.354449 2.819667 -3.045027 0.0744 -0.3887 0.4076
H 1.172274 2.175755 -3.643850 -0.0106 -0.3686 0.1748
H 2.085774 1.260876 -0.085510 0.5785 -0.2135 0.2819
H 4.246873 2.114558 -1.211149 -0.3977 -0.3765 0.4428
H 3.177639 3.270280 -1.919559 -0.2132 0.0453 0.2291
H 3.418785 1.747970 -2.699360 -0.1478 -0.2889 0.0653
C 2.725362 -2.834086 0.249466 0.2391 0.9623 -0.3819
C 1.852428 -1.889807 -0.575658 1.5655 -2.6141 0.9654
O 0.951793 -1.335591 -0.005406 -2.3832 1.8908 0.8178
N 2.085911 -1.724294 -1.852106 0.6569 -0.0779 -0.6594
C 3.230720 -2.216278 -2.599578 -0.3639 0.3274 -0.6715
H 2.177008 -3.133983 1.142480 0.1009 -0.1935 -0.1762
H 3.525789 -2.150039 0.531388 0.3664 -0.1760 0.4438
H 3.191418 -3.634672 -0.324957 -0.3333 -0.1185 0.1307
H 1.396908 -1.139044 -2.302506 0.0169 0.0922 -0.4347
H 4.133943 -2.396651 -2.016703 -0.2844 0.1809 0.1968
H 3.424901 -1.427990 -3.326900 0.3750 -0.1521 -0.0936
H 2.992985 -3.114704 -3.169158 -0.0254 -0.1217 0.0882
```
Positions in Å, forces in eV/Å.

Values from the calculation:
Energy above the lowest of the compared OMol25 structures with the same formula, charge and spin, kcal per mole: 0.0
HOMO-LUMO gap, eV: 3.09
E_LUMO, eV: -6.91
Net charge: 0

***

Q: Look up the E_LUMO of the second one.
A: 2.61 eV